The following is a DFT calculation (ωB97M-V with the def2-TZVPD basis set) of C8H15O3P as an isolated structure.

Positions of all 27 atoms, in Å:
O (0.324, -1.515, 2.652)
O (-2.234, -0.772, 1.953)
O (-0.387, 0.954, 2.993)
P (-0.895, -0.508, 2.937)
C (-0.230, 1.553, -1.508)
C (1.854, 0.347, -0.920)
C (0.028, -0.978, -1.883)
C (0.582, -1.313, 1.287)
C (-1.657, -0.688, 0.615)
C (-0.217, 1.223, 1.536)
C (0.340, 0.244, -0.923)
C (-0.100, -0.065, 0.591)
H (0.040, 1.806, -2.548)
H (-1.269, 1.491, -1.472)
H (-0.045, 2.439, -0.953)
H (2.356, 0.652, -1.906)
H (2.191, -0.608, -0.626)
H (2.222, 1.004, -0.159)
H (-1.014, -0.913, -2.175)
H (0.576, -0.692, -2.841)
H (0.249, -1.971, -1.413)
H (1.627, -1.249, 1.206)
H (0.327, -2.218, 0.697)
H (-1.700, -1.701, 0.247)
H (-2.397, -0.176, -0.016)
H (0.561, 1.956, 1.346)
H (-1.134, 1.698, 1.286)

* energy relative to the best compared isomer or geometry (same formula, charge and spin): 1.024 eV
* strongest force on any atom: 11.97 eV/A
* E_LUMO: 0.439 eV